A molecular structure, C43H32NO5P2SW, computed with ωB97M-V/def2-TZVPD.

Each line ends with the Löwdin spin population.
Positions of all 85 atoms, in Å:
W  0.66208  -0.03852  1.41081  1.69
S  2.17879  -0.17347  -0.43162  0.03
P  -0.51738  1.72207  -0.21637  0.01
P  -0.52626  -1.79248  -0.16618  0.00
O  2.02614  -3.56941  3.06790  0.03
O  2.93566  3.30232  2.65604  0.02
O  1.43687  1.88141  1.82809  0.04
O  3.53320  0.30371  -0.19461  0.01
O  0.97746  -1.92466  1.95900  0.06
N  2.35959  -0.12512  2.88018  0.00
C  -4.29328  1.21922  -1.67154  0.00
C  -1.53311  -2.43293  1.17476  0.01
C  -2.29861  1.87398  -0.48033  0.00
C  -2.92718  1.11171  -1.46678  0.00
C  -3.68546  -2.15910  -2.69310  0.00
C  -2.91504  -2.06909  -1.54525  0.00
C  3.82901  -1.43582  4.20179  0.00
C  1.65109  0.98057  -4.21696  0.00
C  -5.04862  2.08577  -0.89519  0.00
C  0.08281  3.40225  0.17869  0.00
C  1.02915  -4.00398  -1.00260  0.00
C  0.27623  5.22996  1.74934  0.00
C  -3.05574  -3.16057  3.38585  0.00
C  2.15453  0.41903  -3.05300  0.00
C  -4.42692  2.86471  0.07023  0.00
C  -1.53888  -1.84432  -1.64604  0.00
C  2.22741  -4.59300  -1.40054  0.00
C  -2.05384  -3.71788  1.26351  0.00
C  -0.94812  -1.71606  -2.90733  0.00
C  -3.06124  2.76888  0.27693  0.00
C  4.53667  -0.29726  4.55020  0.02
C  2.74048  -1.30212  3.34799  0.02
C  -3.09716  -2.00813  -3.94093  0.00
C  -0.26982  4.01068  1.38807  0.00
C  -1.79093  -1.52423  2.20279  0.03
C  0.99038  -2.65792  -0.67635  0.00
C  2.17350  -1.91855  -0.79677  0.00
C  4.15214  0.94571  4.03533  0.00
C  1.55404  5.26134  -0.28854  0.00
C  -1.72839  -1.78675  -4.04764  0.00
C  1.89268  -2.41910  2.81356  0.01
C  -0.22078  1.87703  -2.98744  0.00
C  3.37393  -2.48566  -1.18639  0.00
C  0.99880  4.03779  -0.65453  0.00
C  0.46170  1.69692  -4.18322  0.00
C  1.45397  0.59228  -1.86484  0.01
C  3.38987  -3.84483  -1.48666  0.00
C  -2.54213  -1.86875  3.31091  0.00
C  0.26898  1.32892  -1.80388  0.00
C  1.19956  5.85776  0.91117  0.00
C  3.05501  0.97779  3.20402  0.01
C  2.44638  2.12381  2.52640  0.02
C  -2.81160  -4.07524  2.37179  0.00
H  3.07920  -0.14446  -3.07421  0.00
H  -2.34996  0.47596  -2.12090  0.00
H  -5.00355  3.56698  0.65634  0.00
H  1.30679  3.59588  -1.59173  0.00
H  4.69183  1.85227  4.27286  0.00
H  -4.76235  0.63667  -2.45235  0.00
H  -2.61161  3.41858  1.01123  0.00
H  4.31567  -4.31556  -1.78772  0.00
H  2.18753  0.85774  -5.14805  0.00
H  -4.74674  -2.35162  -2.61289  0.00
H  -6.11467  2.17129  -1.05526  0.00
H  2.39754  3.97280  2.17124  0.00
H  -0.94696  3.52331  2.08044  0.00
H  -3.64768  -3.45345  4.24239  0.00
H  -1.43213  -0.46414  2.15943  0.02
H  -1.13314  2.45917  -2.97258  0.00
H  1.62511  6.81245  1.19045  0.00
H  -3.70214  -2.08002  -4.83490  0.00
H  4.27474  -1.88795  -1.24007  0.00
H  2.24769  -5.64793  -1.63708  0.00
H  -1.26772  -1.69587  -5.02192  0.00
H  0.07105  2.13261  -5.09321  0.00
H  0.13400  -4.60895  -0.93969  0.00
H  -0.01897  5.69781  2.67954  0.00
H  0.12214  -1.58386  -3.00691  0.00
H  -2.73158  -1.15143  4.09691  0.00
H  -3.21505  -5.07606  2.44096  0.00
H  -3.38921  -2.16643  -0.57863  0.00
H  5.38980  -0.36545  5.21191  0.00
H  2.25795  5.74924  -0.94906  0.00
H  4.09794  -2.41858  4.56579  0.00
H  -1.88316  -4.44161  0.47700  0.00

**Lowest unoccupied orbital energy (spin up / spin down)**: -9.4 / -10.3 eV
**E_HOMO (spin up / spin down)**: -16.5 / -16.5 eV
**Expectation value of S²**: 2.020
**HOMO-LUMO gap (spin up / spin down)**: 7.117 / 6.235 eV
**Spin multiplicity**: 3
**Energy above the lowest of the compared OMol25 structures with the same formula, charge and spin**: 0.00 kcal/mol
**Molecular weight**: 920.6 g/mol
**Net charge**: +3

---

A molecular structure, C43H33INO5P2Re, computed with ωB97M-V/def2-TZVPD.

Each line ends with the Löwdin spin population.
Positions of all 86 atoms, in Å:
Re  1.74625  0.88650  0.18697  2.35
I  1.39722  1.44417  2.83804  0.03
P  -0.93145  1.39944  -0.07396  0.03
P  -2.24067  -1.71496  0.23149  0.00
O  1.91745  -3.01210  -0.94419  0.03
O  2.16025  3.71630  -2.70947  0.03
O  1.91949  2.65749  -0.74066  0.14
O  1.63087  -1.12666  0.25515  0.13
O  2.14419  -0.61301  -5.67657  0.02
N  1.96081  0.36750  -1.76483  0.00
C  2.00997  -1.32891  -3.38857  0.00
C  6.51885  0.47752  1.39373  0.04
C  -3.43136  2.24082  0.73460  0.00
C  -2.17931  1.10852  2.44593  0.00
C  -1.34971  4.77307  -2.42057  0.00
C  -4.48305  2.40705  1.62126  0.00
C  5.20999  0.97026  4.83530  -0.01
C  4.69711  0.60826  -0.16735  0.06
C  -0.89718  3.09964  -0.74240  0.00
C  0.41726  -4.02362  2.26729  0.00
C  -4.38028  1.93530  2.92222  0.00
C  -0.85581  5.75691  -1.58462  0.00
C  -1.49321  -1.09912  -1.36722  0.00
C  3.83711  1.17125  4.57873  0.01
C  -0.17951  -5.28215  0.30759  0.00
C  3.76074  0.80859  0.82607  0.01
C  -2.27287  1.58567  1.14371  0.00
C  1.83241  -1.82103  -0.85341  0.01
C  -4.21680  -3.69569  0.30166  0.00
C  -3.74601  -2.56414  -0.36501  0.00
C  6.07075  0.44588  0.10832  0.00
C  1.94532  -0.92840  -2.07837  0.02
C  -1.37672  3.44682  -2.00031  0.00
C  2.09258  1.02374  -4.01812  0.00
C  0.54543  -5.16074  1.48661  0.00
C  2.03458  1.33593  -2.68745  0.02
C  6.06758  0.74401  3.80033  0.01
C  -3.22554  1.28853  3.33633  0.00
C  3.41161  1.11708  3.28895  0.00
C  5.61395  0.69452  2.45844  0.00
C  -5.70939  -2.62800  -1.77654  0.00
C  -0.41535  4.10445  0.09840  0.00
C  -1.16222  -3.11203  0.68389  0.00
C  -4.51508  -2.03137  -1.39776  0.00
C  -5.40899  -4.29274  -0.07743  0.00
C  -1.02728  -4.26419  -0.09248  0.00
C  -1.58679  0.42866  -1.49594  0.02
C  -0.43717  -3.00557  1.86700  0.00
C  2.08222  -0.33525  -4.37530  0.03
C  -0.39369  5.42048  -0.31660  0.00
C  4.23490  0.87251  2.17056  0.01
C  -6.15724  -3.76385  -1.12010  0.00
C  2.04676  2.71918  -2.05761  0.01
H  2.15364  1.80226  -4.76551  0.00
H  -3.51102  2.63850  -0.26995  0.00
H  -7.08620  -4.23260  -1.41602  0.00
H  -0.07440  -6.16930  -0.30303  0.00
H  5.56865  1.00517  5.85438  0.00
H  7.12353  0.59925  3.99005  0.00
H  7.56897  0.34570  1.62101  0.00
H  -2.63784  0.70297  -1.62818  0.00
H  4.39577  0.56801  -1.20671  0.00
H  -1.31029  0.55119  2.76307  0.00
H  -3.64319  -4.12045  1.11616  0.00
H  1.20919  -5.95751  1.79555  0.00
H  -1.03913  0.78980  -2.37008  0.00
H  3.15190  1.36577  5.39243  0.00
H  6.76130  0.29165  -0.71000  0.00
H  -0.82852  6.78644  -1.91475  0.00
H  -0.55395  -2.12127  2.48446  0.00
H  2.00050  -2.38645  -3.62077  0.00
H  -1.60147  -4.36932  -1.00606  0.00
H  -1.71699  5.02802  -3.40560  0.00
H  -0.00987  6.18675  0.34316  0.00
H  -3.14655  0.90937  4.34640  0.00
H  -4.19341  -1.13481  -1.91638  0.00
H  -5.75442  -5.17585  0.44393  0.00
H  2.14214  -1.56498  -5.83947  0.00
H  0.97352  -3.93267  3.19088  0.00
H  -2.00333  -1.55467  -2.21793  0.00
H  -0.46067  -1.43940  -1.39139  0.00
H  -0.05348  3.85398  1.09050  0.00
H  -5.38188  2.91404  1.29709  0.00
H  -1.78133  2.70131  -2.67076  0.00
H  -5.20295  2.06908  3.61165  0.00
H  -6.29116  -2.20248  -2.58391  0.00

**Lowest unoccupied orbital energy (spin up / spin down)**: -3.1 / -4.5 eV
**E_HOMO (spin up / spin down)**: -10.2 / -10.2 eV
**Expectation value of S²**: 3.780
**HOMO-LUMO gap (spin up / spin down)**: 7.074 / 5.739 eV
**Spin multiplicity**: 4
**Energy above the lowest of the compared OMol25 structures with the same formula, charge and spin**: 10.44 kcal/mol
**Molecular weight**: 1018.8 g/mol
**Net charge**: +1